(1)
{"formula": "C12H16N2O3", "method": "wB97M-V/def2-TZVPD", "species": ["H", "N", "H", "O", "H", "C", "H", "C", "H", "H", "H", "H", "H", "H", "C", "O", "C", "H", "N", "H", "H", "O", "C", "C", "C", "C", "H", "H", "C", "C", "H", "C", "C"], "xyz": [[0.6412, -2.4770, -2.0513], [0.3229, -2.1159, 1.3483], [1.5507, 2.0575, 3.1746], [2.5620, -0.7603, -1.1314], [1.7138, 1.2452, -0.2564], [-1.8100, -1.0433, -0.4961], [-3.5313, 1.4628, -2.2478], [0.1473, -2.3993, -1.1132], [-1.3944, 1.4274, -3.3891], [3.1223, 1.2788, 2.7856], [-0.4427, -3.2900, -0.9561], [1.8484, -2.9208, -0.0362], [0.7555, -0.1112, 2.2926], [0.2890, -0.1782, -2.9908], [-2.8117, 0.7123, -1.9052], [-1.0173, 1.8703, 2.5077], [-2.8169, -0.1166, -0.8242], [-3.7711, -0.3466, -0.3360], [1.3564, 0.4120, 0.3017], [-1.9850, -1.6833, 0.3722], [0.9517, -2.3366, 2.1509], [0.0892, 2.6370, 0.6291], [1.7487, -0.7997, -0.2474], [1.0629, 0.7153, 1.6798], [2.1396, 1.6509, 2.3378], [-0.7590, -1.2460, -1.3168], [-1.2195, 2.7943, 2.4263], [2.3854, 2.5063, 1.6924], [-0.5878, -0.2605, -2.3948], [-0.0125, 1.8079, 1.5740], [-0.2512, -2.9542, 1.3400], [1.0612, -2.1316, 0.0357], [-1.6102, 0.6903, -2.5902]], "nbo_charge": [0.24, -0.85, 0.21, -0.61, 0.43, -0.23, 0.23, -0.44, 0.21, 0.23, 0.22, 0.21, 0.26, 0.22, -0.25, -0.67, -0.18, 0.20, -0.63, 0.21, 0.36, -0.62, 0.68, -0.15, -0.63, 0.01, 0.49, 0.23, -0.22, 0.79, 0.36, -0.13, -0.19], "multiplicity": 1, "max_force_ev_per_a": 4.19, "lumo_ha": 0.02380, "gap_ev": 9.41, "smiles": "C[C@H](NC(=O)[C@@H](N)Cc1ccccc1)C(=O)O"}

***

(2)
{"formula": "C13H36BFNO4P", "method": "wB97M-V/def2-TZVPD", "species": ["C", "H", "H", "O", "C", "H", "H", "H", "H", "O", "H", "C", "H", "H", "H", "C", "H", "H", "C", "H", "C", "H", "H", "P", "H", "H", "H", "H", "H", "C", "N", "H", "H", "H", "C", "O", "C", "H", "O", "H", "H", "C", "H", "H", "H", "C", "C", "C", "F", "H", "H", "B", "H", "H", "H", "H", "H"], "xyz": [[1.1396, 2.7868, 3.0430], [0.7823, 1.0197, 1.8745], [-0.9060, 1.0303, -0.5564], [-0.5511, -3.0761, -1.4587], [3.5312, -1.3942, 3.1559], [-5.1455, 2.5097, -2.7028], [-0.8238, 1.4235, 4.4524], [-3.1199, 2.6699, -0.7986], [-4.7258, 4.9590, -4.3445], [-0.8871, 2.1848, 1.8824], [-3.9764, 5.2045, -2.7191], [3.9360, -0.0721, 2.5222], [-3.7891, -0.3098, -3.0635], [5.5308, -0.8938, 1.3024], [0.7652, -6.1703, -1.5455], [0.2400, 1.6534, 2.5804], [-1.6105, 0.8904, -4.7575], [-0.9174, -5.6848, -1.8276], [-1.1317, 0.0168, -0.9644], [4.3480, 0.8030, 4.2192], [5.3790, -0.1073, 2.0443], [-0.3277, -2.8668, -2.3724], [-1.3763, 2.7466, 2.4913], [-2.7513, 2.8972, -2.1665], [-1.6811, -0.5430, -0.1790], [-0.8905, 0.0095, 3.4117], [3.6285, -2.2188, 2.4467], [0.6029, 0.3786, 4.2971], [0.6019, 3.4619, 3.7169], [-4.3426, 3.0930, -3.2080], [-1.7855, 0.0127, -2.2881], [-0.1471, -0.4997, -1.0889], [2.4559, -4.3922, -0.7264], [-5.7530, 4.7736, -2.8620], [-4.7357, 4.6176, -3.2840], [3.7710, 0.9835, 3.4698], [0.3231, -4.1123, -1.0164], [3.2759, 0.1486, 1.6804], [-1.2328, 1.5461, -4.1603], [2.0362, -3.3525, -2.1025], [4.1520, -1.6116, 4.0302], [1.7629, -3.6251, -1.0789], [2.0184, 2.4021, 3.5618], [0.3401, -5.1367, -2.9244], [6.0610, -0.2819, 2.8818], [-3.0750, -0.6995, -2.2931], [-0.2388, 0.8158, 3.7556], [0.1212, -5.3519, -1.8743], [-4.0912, 2.6314, -4.5017], [1.4701, 3.3864, 2.1922], [0.0560, -4.3353, 0.0187], [-1.8709, 1.3641, -2.8957], [-2.8772, -1.7616, -2.5874], [1.8911, -2.7302, -0.4661], [-3.6147, -0.6903, -1.3193], [5.6588, 0.8499, 1.6004], [2.4965, -1.3523, 3.5026]], "nbo_charge": [-0.64, 0.17, 0.20, -0.72, -0.63, 0.18, 0.20, 0.02, 0.24, -0.73, 0.23, 0.09, 0.19, 0.21, 0.21, 0.10, 0.50, 0.22, -0.42, 0.46, -0.63, 0.46, 0.46, 0.09, 0.20, 0.21, 0.21, 0.21, 0.19, 0.01, -0.79, 0.20, 0.21, 0.21, -0.66, -0.73, 0.09, 0.18, -0.91, 0.20, 0.20, -0.63, 0.24, 0.20, 0.20, -0.41, -0.63, -0.63, -0.37, 0.21, 0.17, 0.90, 0.20, 0.21, 0.18, 0.22, 0.22], "multiplicity": 1, "max_force_ev_per_a": 2.22, "lumo_ha": 0.02433, "gap_ev": 8.38, "smiles": "C[C@@H](F)PB(O)N(C)C.CC(C)O.CC(C)O.CC(C)O"}